Entry 1:
Molecular formula: C3H8N3O
Method: DFT, wB97M-V/def2-TZVPD

maximum force	1.11	eV Å⁻¹
total charge	+1
HOMO level	-0.45846	hartree
energy above the lowest of the compared OMol25 structures with the same formula, charge and spin	60.3	kcal per mole

Last columns: bonded neighbours and bond lengths (Å).
Cartesian coordinates (Å):
1 C 2.20556 0.65306 0.08569  C2 1.543, N6 1.457, H8 1.092, H9 1.093
2 C 2.27083 -0.88737 0.03363  C1 1.543, O7 1.442, H10 1.093, H11 1.093
3 C 0.14507 -0.26664 -0.14913  N6 1.303, O7 1.281, H12 1.084
4 N -4.60006 -0.21984 0.34088  N5 1.229, H13 1.034
5 N -3.64354 0.18950 -0.31291  N4 1.229, H14 1.041
6 N 0.76919 0.87055 -0.02195  C1 1.457, C3 1.303, H15 1.011
7 O 0.90006 -1.30183 -0.13891  C2 1.442, C3 1.281
8 H 2.58924 1.06530 1.02165  C1 1.092
9 H 2.72703 1.12936 -0.74886  C1 1.093
10 H 2.84979 -1.27465 -0.80812  C2 1.093
11 H 2.64118 -1.34021 0.95677  C2 1.093
12 H -0.92662 -0.37960 -0.26337  C3 1.084
13 H -4.33516 -1.03387 0.91997  N4 1.034
14 H -3.94042 1.00634 -0.88514  N5 1.041
15 H 0.34786 1.78989 -0.03022  N6 1.011



Entry 2:
Molecular formula: C4H10O2
Method: DFT, wB97M-V/def2-TZVPD

SMILES string	CCC(C)=O.O
maximum force	0.49	eV Å⁻¹
total charge	0
HOMO level	-0.36802	hartree
energy above the lowest of the compared OMol25 structures with the same formula, charge and spin	4.9	kcal per mole

Last columns: bonded neighbours and bond lengths (Å).
Cartesian coordinates (Å):
1 C -2.32494 -0.74195 -0.15043  C2 1.523, H6 1.094, H7 1.093, H8 1.095
2 C -1.39900 0.33101 0.40694  C1 1.523, C3 1.517, H9 1.101, H10 1.097
3 C 0.04712 0.15419 -0.01588  C2 1.517, C4 1.509, O5 1.220
4 C 1.10403 0.75451 0.87879  C3 1.509, H11 1.098, H12 1.094, H13 1.091
5 O 0.33431 -0.46396 -1.02737  C3 1.220
6 H -3.36851 -0.51824 0.08920  C1 1.094
7 H -2.21977 -0.81292 -1.23577  C1 1.093
8 H -2.07774 -1.72086 0.27379  C1 1.095
9 H -1.70293 1.32944 0.05724  C2 1.101
10 H -1.44628 0.38068 1.50191  C2 1.097
11 H 1.36482 0.00067 1.63347  C4 1.098
12 H 0.73972 1.64122 1.40623  C4 1.094
13 H 2.01395 0.96554 0.31433  C4 1.091
14 O 3.19968 -0.58690 -1.08731  H15 0.973, H16 0.963
15 H 2.24161 -0.68350 -1.23023  O14 0.973
16 H 3.49393 -0.02893 -1.81489  O14 0.963